No. 1
C7H16Cl10N2O4P | wB97M-V/def2-TZVPD

The geometry in XYZ format:
```
40
Properties=species:S:1:pos:R:3:forces:R:3
Cl 1.0969 -4.0499 -4.8657 0.00 0.02 0.02
Cl 1.0649 -0.0258 -3.2595 0.10 -0.15 -0.71
Cl 6.8128 0.1259 1.4109 0.02 0.02 -0.01
Cl 3.1757 -0.4016 -5.2568 0.04 -0.02 -0.11
Cl -3.4018 -1.3312 2.7779 -0.19 -0.09 0.15
Cl 1.1757 -4.0480 -7.7980 -0.02 0.02 -0.04
Cl -6.2226 4.2126 4.3190 -0.03 0.01 0.01
Cl 6.3356 -2.1252 -0.4045 0.01 0.00 -0.05
Cl -5.2075 1.8208 5.6775 -0.27 0.33 0.31
Cl -3.2306 -1.3082 5.7097 -0.01 0.05 0.05
P -1.2739 0.1416 0.2861 0.79 -1.80 0.16
O 3.2893 0.8202 -0.9843 0.05 -0.11 0.09
O 2.2676 2.7631 -0.5022 -0.10 0.14 -0.01
O -2.6009 0.4927 -0.5400 0.03 0.38 -0.40
O -1.4292 0.9237 1.6821 -0.15 0.68 -0.57
N -0.0136 0.8401 -0.5310 -0.36 0.24 0.63
N -1.1165 -1.3977 0.4431 -0.21 0.32 0.30
C 1.2500 0.7492 0.2497 0.32 -0.03 -0.14
C -6.5629 2.9438 5.4995 -0.04 0.01 0.03
C 0.8958 -3.0886 -6.3322 -0.01 0.06 0.05
C -3.4290 -0.3418 4.2337 -0.09 0.06 -0.18
C 2.7814 -0.3454 -3.5221 0.19 0.04 0.20
C 6.1928 -0.3702 -0.1747 -0.19 0.09 -0.04
C 2.3672 1.5336 -0.4837 0.32 -0.05 0.05
H -2.9337 -0.3459 -0.8872 -0.05 0.04 0.16
H 1.5331 -0.2985 0.3583 0.07 -0.04 0.00
H -1.1299 -1.7064 1.4047 -0.05 -0.28 -0.10
H -4.3825 0.1777 4.2979 0.30 -0.38 -0.19
H 1.6105 -2.2761 -6.3078 0.05 -0.03 0.00
H -2.6118 0.3688 4.1738 0.06 -0.06 -0.01
H 1.1334 1.1712 1.2460 -0.21 0.16 -0.05
H -7.4283 2.3841 5.1665 0.03 -0.02 -0.06
H -0.1173 -2.7075 -6.3598 -0.03 -0.06 0.00
H 0.1685 0.2516 -1.3466 -0.39 0.45 0.13
H 3.3474 0.4473 -3.0443 -0.10 0.03 0.04
H 5.1465 -0.0849 -0.2549 -0.11 0.02 0.02
H -6.7557 3.4069 6.4594 0.07 0.02 0.01
H 3.0253 -1.3017 -3.0781 -0.04 -0.05 -0.06
H -1.6003 1.8569 1.4778 0.13 0.02 0.30
H 6.7777 0.1230 -0.9403 0.09 -0.04 0.03
```
Forces are in eV/Å.

Summary:
Orbital gap   7.08 eV
E   -153205.924 eV
Net charge   -1
HOMO level   -5.179 eV

Results of the natural (NBO) charge analysis, in e, for atoms 1 through 8: number 1, Cl, carries -0.022; number 2, Cl, carries -0.033; number 3, Cl, carries -0.055; number 4, Cl, carries -0.080; number 5, Cl, carries -0.006; number 6, Cl, carries -0.050; number 7, Cl, carries -0.018; number 8, Cl, carries -0.061


No. 2
C21H30N2O5S | wB97M-V/def2-TZVPD

The geometry in XYZ format:
```
59
Properties=species:S:1:pos:R:3:forces:R:3
S 1.6199 -1.3464 2.1429 1.34 0.43 1.39
O 0.3591 -2.2627 -1.9806 4.58 3.10 2.13
O 3.0148 -3.9053 -3.1035 -1.24 -2.63 -4.28
O 1.1904 1.8753 0.4607 -5.89 -3.14 -2.07
O 5.0858 -4.6545 -2.3082 4.48 -3.24 2.01
O -4.2695 3.0507 0.8382 4.56 -7.25 -4.48
N 1.2692 -0.8386 -0.2164 -1.35 -3.39 -8.46
N -1.1779 1.7469 0.0352 9.29 4.16 -0.23
C 4.6158 -3.7518 -1.4543 2.32 1.40 1.50
C -4.6116 5.5653 0.7236 -2.58 -3.46 -7.85
C -2.0282 3.4487 1.5254 9.00 8.16 -2.85
C -5.2019 3.8480 0.7424 -0.17 10.82 5.11
C -0.7233 -2.6317 1.3737 0.85 5.49 -4.65
C -0.8907 -0.1474 2.5987 7.19 -4.76 -3.44
C 0.0518 1.2044 0.1543 3.96 0.95 3.30
C 4.5530 -2.3372 0.4477 -5.04 -1.24 -5.79
C -1.2730 3.1580 0.1715 -2.68 2.25 -3.32
C 2.3861 -0.9071 0.5522 2.73 3.01 2.31
C 6.3690 -5.3209 -1.8030 -0.83 4.42 0.28
C 3.4574 -3.3288 -2.0522 -3.04 3.99 2.88
C 1.4141 -1.7354 -1.3644 -5.06 -2.27 0.46
C 5.3091 -3.1302 -0.2111 -0.87 -5.69 -7.34
C 3.3007 -2.0284 0.0549 -3.48 2.67 -5.13
C -6.0746 3.7208 -0.3020 -1.27 4.11 -5.78
C 2.0297 -3.3981 -4.1890 6.04 7.92 8.09
C 0.0214 -1.0038 1.5523 -6.15 -2.02 4.00
C -3.2527 2.8733 1.6605 -6.37 10.81 4.53
C 2.7687 -2.3266 -1.3060 1.11 -0.16 3.07
C -0.0104 -0.3922 0.2538 1.58 2.38 -2.44
H -3.1043 2.0131 1.9319 0.31 -9.75 2.98
H -1.7986 -0.0347 2.4552 -8.53 1.48 -2.65
H -2.1381 3.4456 -0.8442 2.54 -0.31 3.17
H -0.9034 -0.6901 3.4097 0.31 -3.00 4.70
H 7.1631 -4.5221 -1.8922 -0.77 -0.67 0.71
H -5.6416 4.1146 1.6983 -1.08 -1.12 0.84
H -0.3481 0.6263 2.7941 2.77 5.29 1.12
H -5.5653 3.8608 -1.4020 -1.41 -0.66 2.71
H 6.2081 -3.5786 0.0573 1.45 -0.25 0.60
H -6.5953 2.9080 -0.1175 -2.28 -4.85 -0.35
H -0.2624 3.7813 -0.1151 -2.62 -2.08 1.22
H -3.9255 5.8998 1.3223 3.89 1.23 4.14
H -0.9077 -0.6990 -0.3339 1.10 -0.28 0.00
H -0.0747 -2.8398 0.4493 -1.30 -1.16 1.78
H -1.2477 3.3492 2.3821 -1.77 -0.58 -1.23
H -0.6790 -3.0221 2.2935 1.13 -2.18 3.03
H 6.4117 -5.8621 -0.8626 -0.81 0.43 0.31
H -3.7534 3.6869 2.6319 1.49 -2.88 -1.15
H 2.4279 -2.1601 -4.0157 -1.54 -3.40 -1.97
H 1.1600 -3.3983 -3.7354 -4.47 -0.11 1.98
H -1.9453 4.7093 1.3981 -1.01 -3.13 0.75
H 2.0639 -3.8889 -5.0069 1.30 -3.23 -5.55
H -3.9375 5.4561 -0.3975 -2.18 0.96 2.84
H 2.7619 0.2736 0.4882 0.09 -3.14 0.94
H -6.9083 4.4562 -0.1581 1.00 -0.02 -0.52
H 4.7560 -1.9797 1.2346 3.59 4.83 10.96
H -1.8075 -2.5299 1.1522 0.67 0.11 -0.38
H -5.4472 6.3190 0.7027 0.68 -0.96 -0.46
H -1.8787 1.1968 0.0253 -6.24 -4.50 -0.38
H 6.6149 -5.9353 -2.5431 0.68 -2.90 -3.08
```
Forces are in eV/Å.

Summary:
Orbital gap   7.83 eV
Energy above the lowest of the compared OMol25 structures with the same formula, charge and spin   475.7 kcal per mole
E   -46297.423 eV
HOMO level   -7.616 eV

Results of the natural (NBO) charge analysis, in e, for atoms 1 through 8: number 1, S, carries 0.255; number 2, O, carries -0.673; number 3, O, carries -0.524; number 4, O, carries -0.677; number 5, O, carries -0.475; number 6, O, carries -0.507; number 7, N, carries -0.449; number 8, N, carries -0.606


No. 3
C2H5NO2S | wB97M-V/def2-TZVPD

The geometry in XYZ format:
```
11
Properties=species:S:1:pos:R:3:forces:R:3
S 1.3459 1.4424 -1.2703 -0.09 0.75 -0.05
O 0.5160 2.0411 -2.2804 0.08 -0.38 0.13
O 1.7115 2.3020 -0.1762 0.00 -0.39 -0.07
N -0.3216 -0.1180 0.0776 0.13 0.62 -0.39
C -1.3289 0.2060 0.7438 -0.30 -0.09 0.21
C 0.2808 -1.4054 0.1979 0.09 -0.39 0.15
H 1.3228 -1.2640 0.4889 0.02 -0.12 -0.02
H -1.8211 -0.4641 1.4543 0.03 -0.10 0.02
H -1.7519 1.1923 0.6169 -0.05 0.22 -0.02
H -0.2196 -2.0479 0.9293 0.01 -0.05 0.01
H 0.2661 -1.8843 -0.7816 0.06 -0.07 0.03
```
Forces are in eV/Å.

Summary:
Orbital gap   10.13 eV
Energy above the lowest of the compared OMol25 structures with the same formula, charge and spin   31.2 kcal per mole
E   -18574.216 eV
HOMO level   -10.158 eV

Results of the natural (NBO) charge analysis, in e, for atoms 1 through 8: number 1, S, carries 1.679; number 2, O, carries -0.863; number 3, O, carries -0.867; number 4, N, carries -0.422; number 5, C, carries -0.023; number 6, C, carries -0.445; number 7, H, carries 0.214; number 8, H, carries 0.147